C21H51N4O | ωB97M-V/def2-TZVPD

XYZ file:
```
77
Properties=species:S:1:pos:R:3:lowdin_charge:R:1
C 3.613 -2.365 1.799 -0.10
C 3.358 -1.315 0.715 -0.25
C 1.999 -0.613 0.814 -0.21
C 1.703 -0.022 2.189 -0.19
N 0.263 0.220 2.414 -0.04
N -0.280 1.068 1.390 0.06
C -1.126 0.407 0.526 -0.39
N -1.495 1.069 -0.595 0.22
N -1.462 -0.826 0.751 0.10
C -2.202 -1.734 -0.130 -0.13
C -1.310 -2.849 -0.707 -0.12
C -1.618 -4.269 -0.199 -0.22
O -0.711 -4.734 0.772 -0.17
C -0.674 -3.949 1.939 -0.10
H 4.433 -3.027 1.523 0.08
H 3.865 -1.904 2.759 0.07
H 2.714 -2.970 1.972 0.07
H 4.149 -0.559 0.735 0.11
H 3.396 -1.801 -0.265 0.10
H 1.198 -1.304 0.526 0.08
H 1.987 0.201 0.079 0.10
H 2.007 -0.716 2.977 0.11
H 2.290 0.896 2.332 0.13
H 0.138 0.703 3.296 0.13
H -0.733 1.889 1.774 0.16
H -2.469 0.973 -0.854 0.11
H -1.229 2.046 -0.577 0.13
H -1.116 -1.199 1.633 0.13
H -2.710 -1.165 -0.907 0.12
H -2.981 -2.175 0.502 0.12
H -1.408 -2.849 -1.795 0.12
H -0.259 -2.624 -0.499 0.11
H -2.648 -4.324 0.194 0.13
H -1.554 -4.974 -1.030 0.13
H -1.685 -3.638 2.246 0.10
H -0.034 -3.058 1.815 0.06
H -0.247 -4.558 2.737 0.10
C -7.929 3.632 1.797 -0.10
C -6.511 3.372 2.293 -0.27
C -5.524 3.049 1.172 -0.23
C -5.858 1.788 0.371 -0.23
C -5.975 0.509 1.198 -0.25
C -4.684 0.147 1.923 -0.11
H -8.355 2.756 1.304 0.07
H -8.589 3.892 2.623 0.07
H -7.947 4.458 1.083 0.08
H -6.522 2.563 3.029 0.10
H -6.150 4.256 2.824 0.11
H -4.519 2.960 1.600 0.09
H -5.482 3.896 0.481 0.11
H -5.083 1.646 -0.395 0.09
H -6.788 1.940 -0.181 0.11
H -6.256 -0.311 0.533 0.11
H -6.785 0.600 1.924 0.11
H -3.869 0.031 1.203 0.03
H -4.783 -0.791 2.470 0.08
H -4.393 0.916 2.642 0.07
C 7.766 2.075 -3.184 -0.11
C 6.886 1.304 -2.205 -0.27
C 6.482 -0.081 -2.707 -0.23
C 5.658 -0.083 -3.997 -0.22
C 4.366 0.730 -3.930 -0.26
C 3.393 0.224 -2.871 -0.12
H 7.252 2.264 -4.127 0.07
H 8.058 3.041 -2.772 0.07
H 8.678 1.518 -3.407 0.08
H 5.994 1.895 -1.973 0.09
H 7.423 1.186 -1.260 0.10
H 5.927 -0.598 -1.918 0.09
H 7.385 -0.675 -2.874 0.11
H 5.413 -1.119 -4.250 0.11
H 6.268 0.290 -4.823 0.10
H 3.881 0.696 -4.908 0.11
H 4.593 1.782 -3.741 0.10
H 3.123 -0.819 -3.052 0.08
H 2.473 0.815 -2.878 0.07
H 3.819 0.294 -1.868 0.05
```

Values from the calculation:
HOMO   -12.66 eV
Relative energy (zero: lowest compared OMol25 entry of this formula, charge and spin)   0.0 kcal per mole
Charge   +1

=====

C21H51NO5 | ωB97M-V/def2-TZVPD

XYZ file:
```
78
Properties=species:S:1:pos:R:3:lowdin_charge:R:1
C 1.976 -6.101 -5.446 -0.04
C 0.838 -5.098 -5.236 -0.44
C 0.125 -4.557 -6.538 -0.05
O -0.310 -5.566 -4.544 -0.09
H 2.377 -6.039 -6.458 0.07
H 1.728 -7.145 -5.258 0.08
H 2.917 -5.865 -4.949 0.07
H 1.087 -4.297 -4.540 0.11
H 0.878 -4.399 -7.311 0.07
H -0.458 -3.671 -6.291 0.07
H -0.682 -5.174 -6.933 0.07
H -0.506 -6.464 -4.819 0.08
C -0.567 1.202 -4.497 -0.05
C -0.060 2.636 -4.422 -0.45
C -0.836 3.635 -3.395 -0.03
O 1.287 2.580 -4.031 -0.06
H -1.656 1.218 -4.444 0.08
H -0.242 0.513 -3.717 0.05
H -0.395 0.643 -5.417 0.08
H -0.149 2.962 -5.459 0.13
H -1.751 3.982 -3.876 0.06
H -0.369 4.608 -3.238 0.06
H -1.100 3.218 -2.423 0.06
H 1.558 3.484 -3.859 0.08
C -3.483 -1.939 0.392 -0.05
C -3.491 -0.811 1.323 -0.62
C -4.241 0.468 0.909 -0.02
O -3.953 -1.273 2.481 -0.03
H -3.083 -2.841 0.857 0.10
H -2.971 -1.592 -0.506 0.09
H -4.541 -2.122 0.206 0.09
H -2.450 -0.620 1.583 0.12
H -4.546 1.056 1.775 0.08
H -5.058 0.214 0.234 0.09
H -3.453 1.021 0.398 0.07
H -4.680 -0.767 2.851 0.10
C 0.102 -3.828 -1.482 -0.01
C 0.329 -2.319 -1.103 -0.50
C 1.773 -1.936 -0.855 -0.06
O -0.293 -1.583 -2.117 -0.06
H 0.593 -4.472 -0.753 0.08
H 0.584 -3.945 -2.453 0.06
H -0.954 -4.099 -1.456 0.08
H -0.254 -1.941 -0.263 0.11
H 2.165 -2.207 0.126 0.08
H 1.929 -0.858 -0.834 0.07
H 2.483 -2.412 -1.531 0.09
H 0.264 -0.803 -2.181 0.05
C 1.967 3.498 6.386 0.01
C 1.394 2.509 5.233 -0.40
C -0.144 2.682 5.344 -0.12
C -0.884 1.934 4.222 -0.21
C -0.510 2.409 2.908 -0.13
C 1.050 2.517 2.710 -0.40
N 1.740 3.015 3.892 0.06
O 3.043 3.294 3.719 0.14
C 1.669 1.231 2.237 0.00
C 1.236 3.495 1.458 -0.01
C 1.720 1.041 5.588 0.01
H 1.700 4.516 6.101 0.08
H 3.053 3.441 6.310 0.08
H 1.677 3.324 7.422 0.10
H -0.581 2.501 6.326 0.14
H -0.408 3.722 5.154 0.13
H -1.943 2.113 4.411 0.13
H -0.710 0.860 4.286 0.11
H -0.915 3.416 2.804 0.13
H -1.034 1.694 2.274 0.13
H 2.756 1.223 2.156 0.11
H 1.459 0.434 2.951 0.09
H 1.334 0.953 1.238 0.11
H 1.038 4.561 1.578 0.09
H 2.314 3.577 1.315 0.08
H 0.987 3.285 0.418 0.10
H 1.029 0.364 5.086 0.07
H 1.819 0.738 6.630 0.11
H 2.734 0.760 5.303 0.10
H 2.952 4.196 4.033 0.15
```

Values from the calculation:
HOMO (alpha / beta)   -10.97 / -10.97 eV
Multiplicity   2
Expectation value of S²   0.754
Charge   +1

=====

C21H52Cl4N4O7 | ωB97M-V/def2-TZVPD

XYZ file:
```
88
Properties=species:S:1:pos:R:3:lowdin_charge:R:1
Cl 2.853 -1.831 1.856 0.55
C 2.214 -3.458 2.216 -0.66
C 0.738 -3.367 2.456 -0.70
Cl 0.124 -5.005 2.809 0.57
H 2.721 -3.994 3.018 0.08
H 2.278 -3.985 1.264 0.06
H 0.193 -2.955 1.606 0.00
H 0.496 -2.732 3.308 0.06
Cl -0.380 2.597 -0.710 0.70
C -0.813 1.083 -0.094 -0.75
C -0.592 0.049 -1.189 -0.58
Cl -0.945 -1.596 -0.485 0.57
H -1.758 1.116 0.448 0.06
H -0.172 0.911 0.771 0.06
H 0.456 0.180 -1.455 0.07
H -1.252 0.172 -2.048 0.07
C -5.704 0.649 1.779 -0.05
C -4.561 0.839 2.719 -0.48
C -3.671 -0.432 2.968 -0.01
O -3.740 1.846 2.174 -0.10
H -6.339 -0.182 2.088 0.09
H -5.286 0.218 0.870 0.08
H -6.277 1.534 1.502 0.08
H -4.993 1.091 3.687 0.13
H -4.266 -1.079 3.613 0.09
H -2.616 -0.393 3.236 0.06
H -3.494 -0.840 1.973 0.07
H -3.139 2.111 2.875 0.04
C 3.200 2.495 1.267 -0.06
C 4.662 2.237 0.936 -0.51
C 5.045 2.654 -0.444 -0.07
O 5.559 2.799 1.907 -0.03
H 3.130 3.582 1.295 0.09
H 2.916 2.300 2.302 0.06
H 2.539 1.922 0.618 0.06
H 4.747 1.151 0.915 0.12
H 5.552 3.618 -0.497 0.09
H 4.183 2.803 -1.094 0.07
H 5.832 2.025 -0.861 0.09
H 5.262 2.409 2.733 0.08
C 3.736 0.637 -2.880 -0.05
C 4.946 0.036 -3.721 -0.44
C 4.447 -0.615 -4.986 -0.07
O 5.718 1.158 -4.167 -0.08
H 4.007 0.813 -1.839 0.03
H 2.903 -0.065 -2.834 0.06
H 3.449 1.575 -3.355 0.08
H 5.512 -0.642 -3.082 0.14
H 3.787 0.112 -5.460 0.08
H 3.910 -1.554 -4.856 0.08
H 5.316 -0.805 -5.617 0.08
H 5.550 1.565 -5.020 0.09
O 2.096 -6.406 -1.526 0.06
C 1.139 -5.699 -1.533 -0.69
N 0.113 -5.972 -0.779 0.17
C 1.116 -4.464 -2.387 0.00
H 0.105 -6.733 -0.115 0.11
H -0.650 -5.332 -0.609 0.10
H 1.070 -4.803 -3.422 0.09
H 2.124 -4.089 -2.213 0.08
H 0.467 -3.663 -2.032 0.03
O -3.647 5.935 0.203 0.34
C -3.582 5.016 1.078 -0.42
N -2.638 4.157 1.034 0.28
C -4.765 4.930 2.000 0.08
H -2.533 3.334 1.609 0.08
H -2.188 4.209 0.131 0.09
H -4.657 5.733 2.729 0.12
H -4.826 3.954 2.480 0.09
H -5.712 5.035 1.472 0.12
O -1.204 2.657 3.259 -0.04
C -0.957 2.023 4.309 -0.48
N -1.524 2.458 5.485 0.17
C -0.013 0.728 4.252 0.03
H -1.983 3.355 5.416 0.11
H -1.579 1.882 6.313 0.12
H 0.527 0.778 3.306 0.06
H -0.606 -0.174 4.403 0.07
H 0.745 0.827 5.029 0.08
O -1.069 -3.387 -5.302 0.01
C -2.240 -3.026 -5.098 -0.59
N -3.208 -3.543 -5.881 0.15
C -2.623 -1.952 -4.167 -0.02
H -3.062 -4.135 -6.687 0.12
H -4.170 -3.395 -5.614 0.10
H -2.188 -2.157 -3.189 0.05
H -3.698 -1.830 -4.035 0.08
H -2.159 -1.002 -4.432 0.09
```

Values from the calculation:
HOMO (alpha / beta)   -10.77 / -10.77 eV
Multiplicity   2
Expectation value of S²   0.754
Charge   +1

=====

C21H52N6O9SSi | ωB97M-V/def2-TZVPD

XYZ file:
```
90
Properties=species:S:1:pos:R:3:lowdin_charge:R:1
C 1.878 1.613 1.108 -0.15
Si 3.313 1.302 -0.114 0.46
C 3.040 2.500 -1.568 -0.15
C 3.123 -0.491 -0.682 -0.16
O 4.759 1.634 0.799 -0.45
S 6.183 1.100 0.145 0.91
O 6.367 -0.263 0.710 -0.44
O 5.905 0.897 -1.491 -0.33
H 0.967 1.158 0.722 0.01
H 2.197 1.142 2.047 0.02
H 1.788 2.688 1.293 0.04
H 2.584 3.419 -1.182 0.03
H 3.925 2.690 -2.180 0.01
H 2.267 2.029 -2.191 0.03
H 2.265 -0.517 -1.362 0.01
H 3.977 -0.906 -1.223 0.02
H 2.885 -1.154 0.156 0.05
H 6.024 -0.050 -1.621 0.06
C -1.017 -0.690 -1.895 -0.33
O -0.031 -0.909 -1.215 0.00
N -1.652 0.496 -1.991 -0.19
C -2.822 0.667 -2.830 -0.05
C -1.150 1.628 -1.233 -0.04
H -1.485 -1.475 -2.510 0.13
H -2.622 1.430 -3.584 0.10
H -3.668 0.980 -2.213 0.09
H -3.072 -0.265 -3.333 0.06
H -0.121 1.841 -1.526 0.08
H -1.164 1.392 -0.168 0.09
H -1.769 2.502 -1.419 0.09
C -2.526 -2.666 -5.170 -0.37
O -2.694 -1.495 -5.451 0.00
N -3.505 -3.525 -4.818 -0.19
C -3.228 -4.909 -4.494 -0.06
C -4.877 -3.049 -4.760 -0.04
H -1.526 -3.130 -5.181 0.13
H -3.774 -5.561 -5.180 0.09
H -3.548 -5.117 -3.471 0.09
H -2.162 -5.116 -4.581 0.08
H -5.174 -2.673 -5.741 0.10
H -4.950 -2.230 -4.040 0.09
H -5.542 -3.859 -4.462 0.04
C 5.474 2.721 -5.662 -0.36
O 4.505 2.329 -5.049 0.02
N 6.755 2.422 -5.352 -0.20
C 7.871 2.926 -6.127 -0.06
C 7.013 1.569 -4.205 -0.05
H 5.383 3.373 -6.546 0.13
H 8.441 2.089 -6.536 0.09
H 8.522 3.525 -5.486 0.09
H 7.516 3.547 -6.948 0.08
H 6.522 0.605 -4.353 0.10
H 6.605 2.030 -3.312 0.06
H 8.084 1.419 -4.083 0.09
C 1.052 3.316 5.304 -0.36
O 0.567 3.072 4.219 0.01
N 2.328 3.047 5.656 -0.20
C 2.841 3.364 6.974 -0.06
C 3.206 2.421 4.682 -0.04
H 0.472 3.790 6.112 0.13
H 3.682 4.054 6.877 0.09
H 3.180 2.445 7.457 0.08
H 2.069 3.826 7.589 0.08
H 3.287 3.054 3.798 0.09
H 2.790 1.459 4.378 0.09
H 4.193 2.270 5.112 0.09
C -7.690 -5.720 -3.127 -0.33
O -7.061 -5.047 -3.919 0.00
N -8.768 -5.291 -2.441 -0.20
C -9.475 -6.147 -1.509 -0.06
C -9.229 -3.929 -2.645 -0.04
H -7.420 -6.764 -2.902 0.14
H -10.513 -6.258 -1.829 0.09
H -9.452 -5.701 -0.512 0.09
H -9.011 -7.131 -1.466 0.08
H -9.488 -3.783 -3.695 0.09
H -8.434 -3.229 -2.386 0.09
H -10.101 -3.734 -2.026 0.09
C -0.570 2.731 9.530 -0.36
O 0.318 3.467 9.910 0.01
N -0.451 1.396 9.338 -0.20
C -1.563 0.586 8.880 -0.06
C 0.828 0.761 9.599 -0.04
H -1.580 3.108 9.305 0.13
H -1.787 -0.181 9.625 0.09
H -1.301 0.105 7.936 0.09
H -2.447 1.202 8.730 0.08
H 1.105 0.928 10.641 0.09
H 1.592 1.206 8.960 0.08
H 0.768 -0.307 9.404 0.09
```

Values from the calculation:
HOMO   -8.92 eV
Charge   0

=====

C21H52O15S3 | ωB97M-V/def2-TZVPD

XYZ file:
```
91
Properties=species:S:1:pos:R:3:lowdin_charge:R:1
O 0.253 3.761 5.211 -0.31
S -0.161 3.711 3.821 0.64
O -0.988 4.839 3.403 -0.31
O 1.133 3.747 2.817 -0.30
C 2.125 4.792 3.066 -0.22
C 3.315 4.712 2.022 -0.06
C -0.806 2.043 3.511 -0.09
H 2.496 4.905 4.085 0.11
H 1.562 5.697 2.840 0.11
H 2.977 4.585 0.994 0.06
H 3.860 3.778 2.154 0.06
H 3.987 5.570 2.001 0.07
H -1.562 1.735 4.232 0.08
H 0.138 1.537 3.717 0.05
H -1.139 1.864 2.489 0.06
O 1.665 0.507 -6.775 -0.32
S 1.145 0.409 -5.392 0.66
O 1.959 0.732 -4.203 -0.32
O -0.302 1.023 -5.238 -0.31
C -0.612 2.410 -5.283 -0.24
C -2.143 2.406 -5.169 -0.06
C 0.617 -1.387 -5.252 -0.08
H -0.298 2.696 -6.286 0.12
H -0.043 3.055 -4.613 0.13
H -2.628 1.749 -5.892 0.08
H -2.464 3.378 -5.542 0.08
H -2.609 1.975 -4.283 0.08
H -0.159 -1.444 -4.488 0.06
H 1.540 -1.946 -5.099 0.06
H 0.318 -1.676 -6.260 0.06
O 4.092 -3.010 1.211 -0.30
S 4.876 -4.117 1.696 0.61
O 4.727 -5.422 1.202 -0.25
O 6.443 -3.685 1.471 -0.28
C 6.872 -2.291 1.532 -0.22
C 6.830 -1.589 0.115 -0.06
C 4.819 -4.090 3.566 -0.08
H 7.921 -2.295 1.826 0.12
H 6.217 -1.717 2.187 0.10
H 5.781 -1.392 -0.106 0.06
H 7.452 -1.966 -0.696 0.08
H 7.142 -0.547 0.188 0.07
H 5.247 -3.129 3.850 0.06
H 5.417 -4.924 3.933 0.07
H 3.781 -4.199 3.880 0.06
C -0.184 -3.009 0.993 -0.16
O -0.201 -2.472 2.246 -0.14
C 1.042 -1.848 2.637 -0.15
C 1.814 -0.847 1.679 -0.17
O 0.914 0.273 1.438 -0.16
C 1.484 1.097 0.335 -0.13
C 0.317 2.111 -0.175 -0.17
O -0.908 1.445 -0.471 -0.18
C -0.720 0.536 -1.590 -0.07
H 0.110 -4.056 0.912 0.09
H 0.311 -2.471 0.185 0.08
H -1.187 -3.098 0.577 0.08
H 1.779 -2.569 2.990 0.10
H 0.921 -1.343 3.595 0.12
H 2.187 -1.294 0.758 0.10
H 2.654 -0.449 2.249 0.12
H 1.814 0.565 -0.557 0.11
H 2.279 1.739 0.714 0.11
H 0.816 2.527 -1.051 0.12
H 0.263 2.707 0.737 0.09
H -0.100 0.918 -2.401 0.06
H -1.730 0.425 -1.985 0.09
H -0.322 -0.436 -1.297 0.08
C -4.680 2.731 2.072 -0.09
O -3.974 1.464 2.179 -0.19
C -4.307 0.652 1.027 -0.18
C -3.404 -0.564 0.881 -0.16
O -3.783 -1.234 -0.300 -0.15
C -4.853 -2.108 -0.196 -0.22
C -5.233 -2.895 -1.479 -0.16
O -5.935 -2.004 -2.396 -0.19
C -6.752 -2.714 -3.326 -0.11
H -4.320 3.462 2.796 0.08
H -5.751 2.726 2.279 0.08
H -4.506 3.169 1.089 0.08
H -4.146 1.370 0.223 0.11
H -5.371 0.474 0.869 0.12
H -3.491 -1.274 1.704 0.13
H -2.350 -0.338 0.719 0.12
H -5.771 -1.659 0.184 0.13
H -4.473 -2.897 0.454 0.12
H -5.864 -3.721 -1.152 0.12
H -4.292 -3.291 -1.860 0.12
H -7.171 -3.654 -2.970 0.08
H -6.123 -2.880 -4.201 0.08
H -7.595 -2.064 -3.559 0.08
```

Values from the calculation:
HOMO   -9.53 eV
Relative energy (zero: lowest compared OMol25 entry of this formula, charge and spin)   0.0 kcal per mole
SMILES   CCOS(C)(=O)=O.CCOS(C)(=O)=O.CCOS(C)(=O)=O.COCCOCCOC.COCCOCCOC
Charge   0

=====

Q: Which maximum force values were calculated for the entries above? A: 0.0194 0.1037 0.0867 0.0451 0.0742, in Eh/bohr.
Q: Which calculated total energy values were calculated for the entries above? A: -30606.0018 -34318.7512 -92994.6737 -68702.8066 -85830.2093, in eV.